(1)
C2H5NOS | ωB97M-V with the def2-TZVPD basis set

Structure (SMILES): CN(O)C=S
Energy relative to the best compared isomer or geometry (same formula, charge and spin), kcal per mole: 61.6
Maximum force, eV Å⁻¹: 2.82

The geometry in ORCA input format:
```
! RIJCOSX wB97M-V def2-TZVPD def2/J DEFGRID3
* xyz 0 1
C 0.5221 -1.1286 0.0232
N -0.1289 0.1298 -0.2275
O -0.2201 0.4251 -1.5552
C -0.6519 0.9915 0.6473
S -0.7829 0.8391 2.2718
H 0.6784 -1.1929 1.1127
H -0.0672 -1.9980 -0.2892
H 1.4517 -1.0794 -0.4615
H 0.2483 1.2411 -1.6419
H -1.0495 1.7723 0.1202
*
```

Atom charges from the Löwdin analysis, given in e for atoms 1 to 6: atom 1 (C): -0.03, atom 2 (N): -0.30, atom 3 (O): 0.03, atom 4 (C): -0.68, atom 5 (S): 0.59, atom 6 (H): 0.07


(2)
ClH2OPS2 | ωB97M-V with the def2-TZVPD basis set

Energy relative to the best compared isomer or geometry (same formula, charge and spin), kcal per mole: 28.7
Maximum force, eV Å⁻¹: 3.91

The geometry in ORCA input format:
```
! RIJCOSX wB97M-V def2-TZVPD def2/J DEFGRID3
* xyz 0 1
O -0.0313 -0.2677 0.0755
P -3.5429 0.2530 -0.0503
S -3.6284 -1.1608 1.3343
S -3.5132 2.1688 0.0421
Cl -3.8175 -0.5968 -1.8328
H 0.0525 0.1684 0.9541
H 0.3125 -1.1880 0.4324
*
```

Atom charges from the Löwdin analysis, given in e for atoms 1 to 6: atom 1 (O): -0.14, atom 2 (P): -0.54, atom 3 (S): 0.13, atom 4 (S): 0.19, atom 5 (Cl): 0.23, atom 6 (H): 0.04


(3)
C35H36N6OY | ωB97M-V with the def2-TZVPD basis set

Energy relative to the best compared isomer or geometry (same formula, charge and spin), kcal per mole: 16.3
Maximum force, eV Å⁻¹: 3.91

The geometry in ORCA input format:
```
! RIJCOSX wB97M-V def2-TZVPD def2/J DEFGRID3
* xyz 3 1
Y -13.6350 -11.6540 5.4602
C -13.6203 -11.2325 10.4522
C -14.0347 -12.1590 9.2832
C -15.0401 -13.2440 9.5820
C -14.4715 -11.3798 8.0574
C -13.7141 -10.2627 7.5910
C -14.2117 -9.3019 6.7548
C -15.4877 -9.2975 6.2564
C -16.1068 -8.1313 5.5729
C -16.2249 -10.4500 6.6314
C -15.7105 -11.4943 7.4775
H -13.1829 -11.7826 11.2658
H -14.5064 -10.7495 10.8849
H -12.9551 -10.4718 10.1372
H -13.1383 -12.7744 8.9587
H -16.1221 -12.9423 9.6796
H -14.8500 -13.6645 10.5767
H -14.9973 -14.0532 8.8667
H -12.7558 -10.0792 8.0107
H -13.5379 -8.4473 6.4909
H -17.0907 -8.2356 5.0328
H -15.4863 -7.4237 5.0084
H -16.3648 -7.4011 6.3695
H -17.2681 -10.4658 6.3340
H -16.3920 -12.3057 7.6782
C -14.2440 -17.3246 11.2245
C -13.2185 -16.6551 10.2012
C -13.3485 -16.7738 8.8351
C -12.6001 -16.0536 7.9265
C -11.7304 -15.1205 8.4389
N -10.8802 -14.3155 7.5458
C -11.2327 -13.6780 6.4486
O -12.4080 -13.1492 6.3660
N -10.2271 -13.6292 5.4877
C -10.2642 -12.5990 4.4585
C -9.7904 -12.5928 3.1764
C -10.1144 -11.5891 2.3057
C -11.0272 -10.6142 2.7780
N -11.4810 -10.5941 3.9968
C -11.0294 -11.5253 4.8370
C -11.4847 -15.0573 9.8338
C -12.2613 -15.8002 10.6675
H -14.1701 -16.8227 12.1298
H -13.9564 -18.3280 11.3085
H -15.2707 -17.2907 10.8065
H -14.0063 -17.5720 8.3765
H -12.7359 -16.2049 6.8224
H -9.9155 -14.4826 7.6339
H -9.6715 -14.5035 5.3060
H -9.3275 -13.4378 2.7804
H -9.6819 -11.5539 1.3339
H -11.4998 -10.0098 2.0465
H -11.2852 -11.3723 5.8897
H -10.8337 -14.2796 10.1987
H -12.0146 -15.6972 11.7490
N -19.6359 -14.0966 2.2046
C -20.8437 -14.5547 2.4926
C -22.1462 -14.4124 1.9492
C -23.2263 -14.9142 2.6046
C -23.1085 -15.5025 3.8459
C -21.8651 -15.7039 4.4345
C -20.7022 -15.2233 3.7847
N -19.4094 -15.1249 4.1660
C -18.8001 -14.4434 3.2501
C -17.4662 -14.0429 3.4763
C -16.6857 -13.1665 2.6603
C -15.5298 -12.7051 3.0972
N -15.0397 -12.9412 4.3066
C -15.7344 -13.8047 5.0529
C -16.9012 -14.4189 4.6801
H -19.3994 -13.7181 1.2831
H -22.3526 -13.8500 1.0351
H -24.1733 -14.7882 2.1236
H -23.9042 -15.9580 4.3594
H -21.8451 -16.2614 5.3805
H -17.0533 -12.8292 1.7180
H -15.0295 -12.0741 2.3778
H -15.3827 -13.9402 6.0795
H -17.3835 -15.1454 5.3028
*
```

Atom charges from the Löwdin analysis, given in e for atoms 1 to 6: atom 1 (Y): 1.76, atom 2 (C): -0.01, atom 3 (C): -0.35, atom 4 (C): -0.06, atom 5 (C): -0.25, atom 6 (C): -0.14


(4)
C4H5N3 | ωB97M-V with the def2-TZVPD basis set

Energy relative to the best compared isomer or geometry (same formula, charge and spin), kcal per mole: 119.6
Maximum force, eV Å⁻¹: 2.31

The geometry in ORCA input format:
```
! RIJCOSX wB97M-V def2-TZVPD def2/J DEFGRID3
* xyz 0 1
C -1.6024 0.7060 0.5568
N -0.1203 -0.4041 -0.8312
C 0.9320 -0.8075 -0.2721
C 2.0701 -1.3238 -0.9831
N 2.9994 -1.7163 -1.5461
C 0.8488 1.4123 1.5692
N -0.1454 1.4490 0.9151
H -1.8069 -0.3953 0.5862
H -2.0349 1.0579 -0.3920
H -2.0090 1.1596 1.4210
H -0.1749 -0.4374 -1.8374
H 1.0437 -0.7003 0.8136
*
```

Atom charges from the Löwdin analysis, given in e for atoms 1 to 6: atom 1 (C): -0.05, atom 2 (N): 0.08, atom 3 (C): -0.23, atom 4 (C): -0.17, atom 5 (N): 0.16, atom 6 (C): -0.04


(5)
C41H40GeN2O5S8Tc | ωB97M-V with the def2-TZVPD basis set

Energy relative to the best compared isomer or geometry (same formula, charge and spin), kcal per mole: 0.0
Maximum force, eV Å⁻¹: 0.91

The geometry in ORCA input format:
```
! RIJCOSX wB97M-V def2-TZVPD def2/J DEFGRID3
* xyz 1 1
Tc -0.0498 -0.3069 0.4229
S -5.7007 2.5608 2.6911
C -4.4666 2.3710 1.6288
S -4.6462 1.7407 0.0261
C -2.9494 1.6694 -0.3722
C -2.0865 2.1051 0.5528
S -0.3357 2.0848 0.4542
S -2.8130 2.7377 2.0045
S -2.5126 0.9965 -1.9355
C 3.6282 0.4641 -2.0553
S 2.0319 1.1455 -1.6045
O 1.2623 -0.1236 -1.2300
C 1.4389 1.5475 -3.2294
C 0.7651 0.5887 -3.9706
C 0.3488 0.9143 -5.2515
C 0.6004 2.1776 -5.7679
C 1.2579 3.1333 -5.0030
C 1.6767 2.8228 -3.7179
H 3.4769 -0.3336 -2.7799
H 4.0937 0.0954 -1.1416
H 4.2293 1.2691 -2.4819
H 0.5607 -0.3838 -3.5337
H -0.1826 0.1820 -5.8456
H 0.2689 2.4255 -6.7679
H 1.4360 4.1229 -5.4028
H 2.1709 3.5662 -3.1010
N -1.4701 -0.1336 3.5452
C -2.2842 -0.5317 2.5680
N -3.5883 -0.7682 2.8586
O -1.8830 -0.7465 1.3977
H -1.7844 0.0406 4.4826
H -0.5048 0.0662 3.3114
H -3.9978 -0.3355 3.6700
H -4.2032 -0.8623 2.0676
O -8.4921 4.7400 -3.8536
C -7.3537 5.4666 -3.8835
O -7.3889 6.6456 -4.0774
C -6.0713 4.7205 -3.6630
C -5.9229 3.3675 -3.9611
C -4.7062 2.7372 -3.7685
C -3.6358 3.4529 -3.2479
S -2.0370 2.7118 -2.9950
C -3.7771 4.8036 -2.9430
C -4.9881 5.4390 -3.1698
H -8.3158 3.8394 -3.5568
H -6.7402 2.8003 -4.3924
H -4.5852 1.6909 -4.0202
H -2.9411 5.3507 -2.5244
H -5.1156 6.4917 -2.9566
O -0.7843 -1.9704 -0.8881
S -0.6792 -3.4656 -0.5177
C -1.9829 -4.2598 -1.5009
C -1.3072 -5.0956 -2.5905
C 0.0140 -4.4048 -2.9095
C 0.6470 -4.1084 -1.5570
H -2.5537 -3.4242 -1.9085
H -2.6194 -4.8247 -0.8228
H -1.9526 -5.1758 -3.4641
H -1.1206 -6.1072 -2.2264
H -0.1721 -3.4670 -3.4385
H 0.6661 -5.0174 -3.5306
H 1.4342 -3.3559 -1.5595
H 1.0106 -5.0112 -1.0591
C 1.0649 -0.6589 1.6187
Ge 2.5813 -1.0988 2.7951
C 1.9132 -0.6520 4.5681
C 1.6978 -1.5937 5.5691
C 1.1525 -1.2115 6.7886
C 0.8206 0.1173 7.0184
C 1.0442 1.0704 6.0309
C 1.5906 0.6854 4.8149
C 2.9099 -2.9931 2.5161
C 1.8831 -3.8913 2.8173
C 2.0424 -5.2509 2.5975
C 3.2337 -5.7314 2.0676
C 4.2567 -4.8499 1.7514
C 4.0940 -3.4870 1.9710
C 3.9673 0.1308 2.2158
C 3.5805 1.3151 1.5829
C 4.5250 2.2527 1.1878
C 5.8734 2.0140 1.4150
C 6.2703 0.8457 2.0543
C 5.3228 -0.0850 2.4593
H 1.9570 -2.6349 5.4047
H 0.9923 -1.9517 7.5631
H 0.4009 0.4134 7.9714
H 0.8024 2.1101 6.2105
H 1.7656 1.4376 4.0508
H 0.9442 -3.5241 3.2217
H 1.2419 -5.9383 2.8431
H 3.3643 -6.7939 1.9026
H 5.1833 -5.2235 1.3336
H 4.8953 -2.8082 1.7029
H 2.5207 1.5125 1.4037
H 4.2064 3.1729 0.7116
H 6.6138 2.7411 1.1079
H 7.3205 0.6645 2.2475
H 5.6506 -0.9773 2.9824
*
```

Atom charges from the Löwdin analysis, given in e for atoms 1 to 6: atom 1 (Tc): 1.08, atom 2 (S): 0.56, atom 3 (C): -1.50, atom 4 (S): 0.91, atom 5 (C): -1.07, atom 6 (C): -1.12


(6)
C16H31BFN2O9S | ωB97M-V with the def2-TZVPD basis set

Energy, a.u.: -1937.48136
Maximum force, eV Å⁻¹: 8.00

The geometry in ORCA input format:
```
! RIJCOSX wB97M-V def2-TZVPD def2/J DEFGRID3
* xyz -1 1
C 4.3998 -3.1097 1.7072
C 3.5023 -2.0944 2.5321
B 2.6322 -1.0620 1.6534
O 2.2393 0.1744 2.3125
C 2.1311 -1.3075 0.1273
C 2.4466 0.0156 -0.7197
C 3.5415 -0.2561 -1.8404
C 4.9940 -0.4139 -1.0378
C 5.4541 0.9165 -0.2336
O 6.0987 0.4191 -1.5485
O 1.2820 0.4888 -1.4127
C 0.2599 0.7567 -0.4242
C -0.8544 1.5924 -1.1539
C -0.1763 2.9873 -1.5625
N 0.1772 3.8290 -0.3756
C -0.2467 -0.5311 0.3505
C -1.7802 -0.8837 0.1200
C -2.7188 -0.0964 1.1394
O -4.0992 -0.3044 0.7736
C -4.9071 -0.4959 1.8878
O -5.9107 0.1722 1.9584
N 0.6797 -1.6977 0.0527
S 0.2416 -2.7174 -1.5235
O -0.7498 -3.7972 -1.1939
O -0.3288 -1.8793 -2.6158
F 1.6101 -3.6077 -2.3055
H 3.8067 -3.6300 0.8948
H 5.3409 -2.6478 1.3137
H 4.7232 -3.9295 2.4186
H 2.8976 -2.6515 3.3153
H 4.2238 -1.4568 3.1386
H 1.4709 -0.0323 2.8818
H 2.8066 -2.1064 -0.2887
H 2.8189 0.8474 -0.0591
H 3.3787 -1.2234 -2.3801
H 3.6644 0.6310 -2.5137
H 5.2290 -1.4389 -0.5534
H 4.8462 1.8394 -0.3661
H 6.1117 0.7142 0.6432
H 0.7576 1.4345 0.3415
H -1.7342 1.8704 -0.5199
H -1.1280 1.0966 -2.1280
H -0.8564 3.6202 -2.1980
H 0.7697 2.8411 -2.1502
H 1.1623 3.6714 -0.1312
H -0.3572 3.5305 0.4514
H -0.1950 -0.2664 1.4578
H -2.1121 -0.7894 -0.9439
H -1.9251 -1.9747 0.3930
H -2.5538 -0.5797 2.1569
H -2.4314 0.9808 1.2630
H -4.6843 -1.2394 2.7032
H 0.5545 -2.3490 0.8549
O -6.3141 3.3690 -0.0252
C -7.2211 2.8415 -0.7570
C -6.9045 1.1965 -0.9082
O -7.7984 0.6693 -1.6604
H -7.3145 3.2082 -1.7940
H -8.2622 2.8950 -0.3939
H -6.8315 0.8264 0.1280
H -5.8568 1.1340 -1.2519
*
```

Atom charges from the Löwdin analysis, given in e for atoms 1 to 6: atom 1 (C): -0.14, atom 2 (C): -0.16, atom 3 (B): -0.38, atom 4 (O): 0.03, atom 5 (C): -0.16, atom 6 (C): -0.27


- Among the records above, which one has the highest maximum force?
  C16H31BFN2O9S